# 1
A cluster of 8 separate species, C33H89N7O9 in total in a non-equilibrium geometry, computed with wB97M-V/def2-TZVPD.

Values from the calculation:
Energy relative to the best compared isomer or geometry (same formula, charge and spin): 137.1 kcal per mole
SMILES: COC[C@H](C)N.COC[C@H](C)N.COC[C@H](C)N.COC[C@H](C)N.COC[C@H](C)N.COC[C@H](C)N.COCCNCCOC.CC(C)O
HOMO energy: -0.3172 hartree
DFT total energy: -2370.7854 a.u.
Net charge: 0

Each line ends with the Löwdin charge.
Atoms and positions in Å:
H: -5.491 4.335 1.974  0.09
H: 1.607 -0.697 1.172  0.12
H: 9.762 1.451 5.527  0.12
H: 0.089 -5.682 -4.498  0.07
H: -2.379 -8.403 2.901  0.12
C: -0.719 -6.342 -4.814  -0.05
H: 3.203 10.403 -1.915  0.08
H: -1.532 -1.854 2.351  0.06
N: 0.459 -8.407 -4.631  0.01
H: -2.349 1.810 -8.591  0.07
C: 0.630 -1.077 0.873  -0.20
H: -1.093 -1.002 -8.199  0.06
H: 9.673 -0.553 4.093  0.11
C: -6.584 5.086 6.498  -0.05
N: -1.280 -0.882 2.465  0.01
H: -8.689 -0.923 2.266  0.13
H: 2.621 6.821 -0.085  0.08
H: -4.806 -11.553 2.864  0.07
H: 1.478 -1.516 -2.179  0.09
H: 3.694 8.075 -2.529  0.11
C: 7.667 1.956 -1.264  -0.13
H: -0.261 1.519 -5.499  0.12
H: -1.191 -7.753 1.164  0.07
H: -0.091 1.506 2.542  0.07
O: -6.783 3.949 3.631  -0.20
H: -6.105 0.106 3.466  0.09
H: -2.223 -0.530 2.549  0.07
H: 6.845 0.016 0.257  0.11
H: -3.991 -6.595 3.208  0.07
H: 5.182 7.961 0.717  0.06
H: -6.249 -11.002 3.568  0.08
O: -7.598 0.477 1.376  -0.04
H: -7.752 0.289 3.990  0.08
H: -2.572 -6.025 2.710  0.07
H: 5.383 8.292 -2.149  0.12
H: -7.031 4.365 7.183  0.08
N: 9.552 0.370 2.276  -0.07
C: -6.770 -1.791 1.424  -0.04
C: -1.953 2.494 -3.591  -0.07
C: 10.004 0.396 3.672  -0.21
N: 5.253 8.918 0.403  0.05
C: -7.866 4.521 4.456  -0.19
H: -5.655 4.599 6.200  0.07
N: -1.672 1.835 -7.841  0.04
H: -6.223 5.875 7.158  0.07
H: -0.446 -1.200 -6.583  0.07
C: 0.908 -7.170 -6.771  -0.22
C: -3.370 -6.654 2.315  -0.07
H: -6.638 -2.598 2.145  0.07
H: -5.018 -8.716 1.330  0.12
H: -9.145 5.526 6.393  0.07
H: 10.050 4.842 4.206  0.08
C: 4.014 10.425 -1.187  -0.08
C: 2.562 -5.579 -7.210  -0.10
C: -0.593 -0.477 -7.385  -0.05
C: 4.203 9.060 -0.640  -0.47
H: -6.739 5.558 2.304  0.08
H: 6.108 8.999 -0.130  0.06
H: -5.386 5.419 3.365  0.08
C: -7.486 5.648 5.360  -0.47
H: 10.829 3.991 5.366  0.08
H: -2.562 0.282 -6.873  0.12
H: 2.517 6.163 -1.696  0.08
C: -3.000 -8.138 2.045  -0.43
H: -3.863 -9.982 1.380  0.11
H: 8.495 -0.384 -0.206  0.12
H: 0.330 1.710 0.949  0.06
H: 1.821 -4.825 -7.479  0.09
H: -1.307 -6.675 -3.959  0.06
C: -0.469 1.271 1.547  -0.05
H: -8.403 3.758 5.019  0.13
C: 8.158 0.132 1.981  -0.19
H: -0.858 -8.163 -6.113  0.13
H: -6.960 6.415 4.791  0.13
C: 9.473 1.572 4.483  -0.19
C: -7.637 -0.697 2.092  -0.52
C: -5.174 -10.823 3.585  -0.08
H: -1.319 -0.382 0.472  0.12
H: -9.299 6.315 5.151  0.06
H: -1.820 -9.175 1.012  0.06
C: -1.298 1.182 -5.487  -0.23
H: 9.825 1.293 1.971  0.10
H: 3.412 -4.995 -6.860  0.08
O: -2.112 2.197 -4.987  -0.21
H: 3.235 8.898 -0.165  0.12
H: 7.014 1.174 -1.653  0.08
C: -7.076 -0.390 3.469  -0.07
N: -2.066 -8.199 0.930  0.01
O: 2.021 -6.478 -6.226  -0.17
H: 8.386 1.512 4.428  0.11
H: -8.644 4.896 3.791  0.11
H: 0.417 -6.682 -7.613  0.11
C: -6.069 4.827 2.756  -0.10
H: -0.915 2.826 -3.568  0.08
H: 3.302 5.176 -0.383  0.09
H: 7.468 0.716 2.590  0.10
O: 0.488 -1.111 -0.527  -0.20
H: 7.909 -0.911 2.178  0.11
H: -7.086 -2.149 0.444  0.07
H: -2.018 2.443 -7.112  0.05
C: -0.641 -0.288 1.320  -0.40
C: 9.940 3.900 4.743  -0.12
C: -0.071 -7.565 -5.654  -0.40
H: -7.013 -1.295 4.073  0.08
H: -1.310 0.365 -4.766  0.12
H: 8.994 4.044 5.266  0.09
O: 8.044 1.622 0.016  -0.19
O: 4.450 6.624 -1.127  -0.20
H: 2.404 -1.978 -0.742  0.08
N: -8.652 6.273 5.925  0.04
O: -4.711 -9.469 3.268  -0.19
H: -4.784 -11.151 4.548  0.08
H: 1.041 -7.871 -4.003  0.07
O: 9.956 2.789 3.832  -0.18
H: -1.985 1.550 -3.047  0.09
H: 0.289 -0.100 -7.903  0.07
H: -1.387 -5.895 -5.550  0.06
H: 3.667 11.102 -0.406  0.08
H: -0.271 -8.543 -3.946  0.06
C: 4.433 7.950 -1.737  -0.17
C: 7.891 0.285 0.407  -0.20
C: 3.132 6.170 -0.796  -0.10
C: 1.411 -1.975 -1.193  -0.10
H: -7.370 1.136 2.036  0.07
H: -2.527 3.353 -3.245  0.09
H: -1.316 1.941 1.398  0.06
C: -1.554 0.688 -6.956  -0.42
H: 3.010 -6.082 -8.067  0.09
H: -3.922 -6.266 1.459  0.08
H: 0.650 -2.079 1.304  0.11
H: 8.439 1.940 -2.033  0.08
H: -5.769 -1.374 1.315  0.07
H: 1.084 -3.008 -1.302  0.08
C: -4.223 -9.127 1.952  -0.16
H: 11.073 0.183 3.705  0.11
H: 1.155 -8.066 -7.342  0.12
H: 4.911 10.781 -1.694  0.08
H: 7.172 2.927 -1.249  0.09

---

# 2
The molecule CH3F3N2OS in a non-equilibrium geometry, computed with wB97M-V/def2-TZVPD.

Values from the calculation:
Energy relative to the best compared isomer or geometry (same formula, charge and spin): 4.6 kcal per mole
HOMO energy: -0.3464 hartree
DFT total energy: -922.3449 a.u.
Net charge: 0

Each line ends with the Löwdin charge.
Atoms and positions in Å:
H: 0.417 1.390 -0.792  0.11
F: -0.907 -1.407 1.245  0.09
H: -1.581 0.714 -1.483  0.02
F: -0.582 0.740 1.551  0.10
O: 2.297 0.332 0.501  -0.45
C: 0.005 -0.469 1.523  -0.74
F: 0.493 -0.715 2.715  0.15
H: -0.958 -0.725 -2.210  0.10
S: 1.278 -0.531 0.026  0.95
N: 0.394 0.389 -1.149  -0.33
N: -0.856 0.281 -1.927  0.01

---

# 3
A structure of composition C30H40AsN8O2RuS2 in a non-equilibrium geometry, computed with wB97M-V/def2-TZVPD.

Values from the calculation:
Energy relative to the best compared isomer or geometry (same formula, charge and spin): 74.7 kcal per mole
Spin multiplicity: 5
HOMO energy (spin up / spin down): -0.5611 / -0.5702 hartree
DFT total energy: -4881.8818 a.u.
Net charge: +3

Each line ends with the Löwdin charge.
Atoms and positions in Å:
H: -3.557 4.450 3.966  0.12
C: -4.061 4.117 1.904  -0.03
S: -1.880 -0.173 4.426  0.82
C: -0.284 3.651 -0.929  -0.07
As: -2.188 1.395 -0.789  1.33
H: 6.111 -0.419 -1.745  0.13
C: 0.095 -2.821 -2.188  -0.30
H: 3.648 -1.343 -4.855  0.12
C: -2.781 2.425 0.767  -0.38
H: 4.458 -4.258 -3.026  0.14
C: -2.071 2.182 1.952  -0.66
H: -3.481 2.907 -5.433  0.12
H: 2.377 -0.681 0.836  0.07
C: 1.556 -2.432 -2.427  -0.16
C: 0.103 -1.079 7.792  -0.04
N: 5.545 -0.154 -2.536  0.21
H: -0.190 -3.647 -2.854  0.16
N: -0.829 -0.987 6.685  -0.03
H: 5.087 -2.418 -1.743  0.16
N: -0.189 -3.061 -0.793  0.05
H: -4.839 4.865 1.895  0.12
N: 4.593 -2.239 -2.606  0.10
C: -3.345 3.886 3.070  -0.04
C: -3.401 1.685 -2.283  -0.35
H: -1.873 -2.384 1.944  0.11
H: 1.129 -1.128 7.424  0.10
H: -1.647 -1.582 6.716  0.15
C: 2.045 3.395 -1.467  -0.05
H: 3.128 -1.020 2.405  0.09
C: -0.823 -2.464 2.185  -0.20
H: 0.847 0.927 6.440  0.12
N: 4.192 -0.695 -4.307  0.23
C: 2.529 -3.607 -2.331  -0.16
N: 1.138 -2.955 2.999  0.14
O: -1.549 -1.149 -1.741  -0.22
C: -3.790 3.380 0.757  -0.07
C: -3.814 2.420 -4.529  -0.05
C: -0.493 2.297 -1.173  -0.38
C: 1.846 2.049 -1.727  -0.07
O: -0.615 -1.145 -3.759  0.11
H: 1.876 -3.385 3.537  0.18
C: -0.780 -1.592 -2.650  -0.64
H: -1.113 4.284 -0.634  0.12
H: -4.361 3.536 -0.153  0.12
H: -0.001 -0.232 8.475  0.11
C: -0.739 -0.118 5.690  -0.80
H: -0.102 -1.993 8.344  0.11
C: -5.095 1.889 -4.465  -0.04
C: -0.195 -3.235 3.113  -0.06
C: 3.828 -3.369 -3.109  -0.14
H: -5.744 1.946 -5.324  0.12
C: 1.295 -2.039 2.023  -0.38
H: -5.034 0.673 -1.303  0.11
N: 0.119 -1.733 1.515  -0.15
C: -5.539 1.273 -3.303  -0.05
H: 1.594 -2.013 -3.434  0.11
C: 2.584 -1.462 1.572  0.01
Ru: -0.805 -0.407 0.125  1.04
H: 4.432 0.175 -4.756  0.14
H: -1.813 2.718 4.011  0.08
H: 3.217 -2.229 1.126  0.08
H: -0.580 -3.934 3.826  0.13
H: 3.596 -3.223 -4.162  0.13
H: 2.765 -3.827 -1.290  0.11
C: -2.955 2.307 -3.449  -0.08
C: -2.355 2.920 3.098  -0.13
H: 1.828 -1.644 -1.713  0.11
H: 3.024 3.830 -1.582  0.11
H: -6.534 0.856 -3.262  0.12
H: -1.132 -3.433 -0.688  0.11
C: -4.696 1.167 -2.211  -0.10
N: 0.266 0.757 5.635  0.15
H: 2.668 1.434 -2.067  0.09
C: 4.788 -1.054 -3.175  -0.43
H: 5.814 0.699 -3.002  0.13
H: 0.405 0.471 -1.934  0.06
C: 0.979 4.197 -1.090  -0.04
C: 0.581 1.494 -1.584  -0.15
S: -0.813 0.962 2.037  0.63
H: 0.455 -3.725 -0.379  0.10
H: -1.947 2.705 -3.508  0.11
H: 0.304 1.411 4.870  0.09
H: 1.132 5.251 -0.926  0.12
H: 2.061 -4.492 -2.763  0.13

---

# 4
The molecule C4H3ClFNS in a non-equilibrium geometry, computed with wB97M-V/def2-TZVPD.

Values from the calculation:
Energy relative to the best compared isomer or geometry (same formula, charge and spin): 85.5 kcal per mole
SMILES: N#C[C@@]1(Cl)[C@@H](F)[C@@H]1S
HOMO energy: -0.3690 hartree
DFT total energy: -1167.0725 a.u.
Net charge: 0

Each line ends with the Löwdin charge.
Atoms and positions in Å:
H: 0.953 2.789 0.087  -0.07
H: 1.185 0.055 1.225  0.16
Cl: -1.539 -0.321 1.961  0.69
C: -0.780 -0.621 0.393  -0.71
C: -0.942 -1.722 -0.624  -0.13
F: 1.873 -0.858 -0.487  -0.03
N: -0.811 -2.661 -1.463  0.15
C: 0.732 -0.266 0.225  -0.30
S: -0.408 2.376 0.434  0.65
H: -0.054 0.633 -1.405  0.12
C: -0.209 0.597 -0.345  -0.53

---

# 5
A structure of composition C9H12N2O3S in a non-equilibrium geometry, computed with wB97M-V/def2-TZVPD.

Values from the calculation:
Energy relative to the best compared isomer or geometry (same formula, charge and spin): 60.4 kcal per mole
HOMO energy: -0.3382 hartree
DFT total energy: -1083.5250 a.u.
Net charge: 0

Each line ends with the Löwdin charge.
Atoms and positions in Å:
O: -2.640 -0.566 -1.980  0.10
H: 0.954 2.318 0.909  0.12
C: 0.264 -0.941 -2.856  -0.02
H: 1.224 -1.312 -3.225  0.08
H: 0.046 2.079 3.124  0.13
H: 0.652 -0.285 4.234  0.07
N: -0.492 0.757 0.687  0.03
S: 2.130 0.156 0.772  0.95
H: 1.885 0.914 -1.554  0.09
C: -2.140 0.232 -1.211  -0.39
C: 0.739 1.270 1.188  -0.47
C: 0.297 1.119 2.695  -0.20
H: -0.012 -0.057 -3.455  0.09
C: -0.788 -0.090 -0.486  -0.17
C: -0.253 -1.546 -0.366  0.01
H: -0.868 -2.363 -0.735  0.12
H: -0.434 -1.744 -2.999  0.07
O: -2.680 1.467 -0.962  0.11
H: 1.842 -0.250 3.081  0.00
N: 1.203 0.328 3.639  0.05
H: 2.553 -0.688 -1.470  0.08
C: 1.806 -0.033 -1.032  -0.38
C: -0.882 0.491 1.964  -0.41
H: 0.328 -1.798 0.529  0.10
C: 0.413 -0.576 -1.350  -0.40
H: -3.470 1.474 -1.528  0.13
O: -1.676 -0.360 2.390  0.08

---

# 6
The molecule C4H8O2, computed with wB97M-V/def2-TZVPD.

Values from the calculation:
Energy relative to the best compared isomer or geometry (same formula, charge and spin): 43.9 kcal per mole
SMILES: CCOCC=O
HOMO energy: -0.3622 hartree
DFT total energy: -307.6424 a.u.
Net charge: 0

Each line ends with the Löwdin charge.
Atoms and positions in Å:
O: -2.152 0.685 -1.307  0.07
H: 1.466 1.810 0.367  0.08
C: -1.893 -0.376 -0.796  -0.24
O: -0.095 -0.036 0.854  -0.15
H: 1.269 -1.184 -0.241  0.12
H: -1.511 -1.548 0.973  0.12
H: -2.032 0.134 1.265  0.13
H: 2.417 0.539 1.151  0.08
C: 1.948 0.840 0.210  -0.07
H: 2.714 0.943 -0.563  0.08
H: -1.999 -1.321 -1.369  0.12
C: -1.399 -0.505 0.643  -0.18
H: 0.448 0.101 -1.153  0.11
C: 0.873 -0.157 -0.173  -0.28